# 1
ORCA calculation (ωB97M-V/def2-TZVPD) on C5H10MgO3Pd as an isolated structure in a non-equilibrium geometry.

As for the HOMO-LUMO gap (alpha / beta): 5.7689 / 4.0513 eV. The spin multiplicity is 3. The HOMO energy (alpha / beta) comes out at -5.73 / -6.03 eV. As for the net charge: 0.

Cartesian coordinates (Å):
1 Pd -0.793 -0.837 0.666
2 Mg 0.926 -0.984 -2.888
3 O -0.542 -0.879 -1.554
4 O 0.908 -0.321 1.131
5 O -1.240 0.992 0.123
6 C 2.100 -0.989 0.760
7 C 0.898 1.103 1.256
8 C -0.010 1.663 0.174
9 C -1.651 -0.197 -1.248
10 C -2.528 -1.085 -0.444
11 H -2.626 -2.092 -0.875
12 H -0.147 2.744 0.338
13 H -1.965 0.538 -2.008
14 H 0.517 1.348 2.257
15 H -3.423 -0.582 -0.053
16 H 1.922 1.491 1.174
17 H 2.367 -0.728 -0.274
18 H 0.492 1.520 -0.798
19 H 2.906 -0.643 1.420
20 H 1.886 -2.060 0.844

Forces on atoms 1 to 3 (eV/Å):
Pd -4.765 -5.892 2.183
Mg -0.792 0.080 0.520
O 1.252 0.779 -2.715


# 2
ORCA calculation (ωB97M-V/def2-TZVPD) on a 4-piece molecular cluster, C19H38BBr2ClIO6 overall.

As for the HOMO-LUMO gap: 7.9328 eV. The HOMO energy comes out at -5.50 eV. As for the net charge: -1.

Cartesian coordinates (Å):
1 I 0.632 2.093 -0.634
2 Br 7.485 2.666 1.263
3 Br 4.268 1.322 -1.700
4 Cl 5.617 4.973 -1.029
5 O -2.757 -6.305 0.913
6 O -3.650 -0.154 1.662
7 O -0.860 2.434 -4.471
8 O 0.791 0.297 1.639
9 O 3.693 3.530 0.090
10 O 4.156 3.765 2.404
11 C -5.116 0.904 3.335
12 C 2.619 1.867 1.817
13 C -0.275 1.142 -4.486
14 C -3.321 -3.920 1.206
15 C 6.694 0.351 -0.568
16 C -2.879 1.860 -5.759
17 C -0.613 -6.097 2.115
18 C 4.993 4.573 1.640
19 C -4.748 -0.332 2.528
20 C 4.995 3.846 0.294
21 C -1.915 -0.849 3.268
22 C 0.662 0.903 -5.658
23 C 1.398 1.237 1.232
24 C -1.360 -6.094 0.793
25 C -3.458 -5.349 1.695
26 C 5.902 2.615 0.198
27 C 5.749 1.521 -0.537
28 C -1.669 2.764 -5.579
29 C -2.416 0.191 2.283
30 B 3.039 3.406 1.487
31 H -3.153 -5.418 2.746
32 H 1.137 -0.073 -5.548
33 H 5.969 4.706 2.105
34 H -2.488 1.173 2.764
35 H 0.142 0.911 -6.617
36 H -3.479 1.840 -4.848
37 H 0.458 -6.016 1.929
38 H -2.576 -0.969 4.129
39 H -0.803 -7.023 2.662
40 H -1.078 2.788 -6.503
41 H -3.637 -3.830 0.166
42 H -1.820 -1.815 2.770
43 H -3.498 2.233 -6.577
44 H -1.154 -5.167 0.247
45 H 1.443 1.664 -5.681
46 H 6.808 -0.071 0.434
47 H -4.500 -5.667 1.643
48 H 6.319 -0.425 -1.230
49 H -4.582 -1.181 3.205
50 H 7.684 0.664 -0.909
51 H -2.592 0.836 -6.002
52 H -3.940 -3.256 1.811
53 H -4.330 1.181 4.037
54 H 2.070 4.160 1.548
55 H -1.013 -6.918 0.168
56 H -6.023 0.711 3.911
57 H -1.694 0.287 1.474
58 H -0.898 -5.257 2.749
59 H -1.999 3.785 -5.384
60 H -5.578 -0.604 1.873
61 H 4.549 5.560 1.431
62 H 0.279 1.077 -3.551
63 H -0.931 -0.557 3.633
64 H 3.437 1.173 1.573
65 H -5.297 1.751 2.672
66 H -1.050 0.367 -4.453
67 H -2.295 -3.557 1.279
68 H 2.456 1.778 2.901

Forces on atoms 1 to 3 (eV/Å):
I -0.118 0.139 -0.123
Br 0.121 0.048 0.006
Br 0.039 -0.066 -0.152


# 3
ORCA calculation (ωB97M-V/def2-TZVPD) on the molecule BrH2N in a non-equilibrium geometry.

As for the SMILES: NBr. As for the HOMO-LUMO gap: 9.6243 eV. The HOMO energy comes out at -9.74 eV. The calculation puts the energy above the lowest of the compared OMol25 structures with the same formula, charge and spin at 0.0 kcal per mole. As for the net charge: 0.

Cartesian coordinates (Å):
1 Br 0.747 0.467 -1.410
2 N -0.375 0.076 0.172
3 H -0.457 -0.949 0.221
4 H 0.086 0.406 1.017

Forces on atoms 1 to 3 (eV/Å):
Br -0.832 -0.433 1.672
N 0.013 -0.145 -1.144
H 0.372 0.625 -0.144


Repeat the first record exactly.
ORCA calculation (ωB97M-V/def2-TZVPD) on C5H10MgO3Pd as an isolated structure in a non-equilibrium geometry.

As for the HOMO-LUMO gap (alpha / beta): 5.7689 / 4.0513 eV. The spin multiplicity is 3. The HOMO energy (alpha / beta) comes out at -5.73 / -6.03 eV. As for the net charge: 0.

Cartesian coordinates (Å):
1 Pd -0.793 -0.837 0.666
2 Mg 0.926 -0.984 -2.888
3 O -0.542 -0.879 -1.554
4 O 0.908 -0.321 1.131
5 O -1.240 0.992 0.123
6 C 2.100 -0.989 0.760
7 C 0.898 1.103 1.256
8 C -0.010 1.663 0.174
9 C -1.651 -0.197 -1.248
10 C -2.528 -1.085 -0.444
11 H -2.626 -2.092 -0.875
12 H -0.147 2.744 0.338
13 H -1.965 0.538 -2.008
14 H 0.517 1.348 2.257
15 H -3.423 -0.582 -0.053
16 H 1.922 1.491 1.174
17 H 2.367 -0.728 -0.274
18 H 0.492 1.520 -0.798
19 H 2.906 -0.643 1.420
20 H 1.886 -2.060 0.844

Forces on atoms 1 to 3 (eV/Å):
Pd -4.765 -5.892 2.183
Mg -0.792 0.080 0.520
O 1.252 0.779 -2.715


Look up the net charge of the second one. -1


Among the records above, which one has the lowest net charge? C19H38BBr2ClIO6


What is the net charge in the second record? -1